1.
Below is a molecular structure, C15H31FP2Ti, with properties calculated with wB97M-V/def2-TZVPD.

Structure (XYZ):
```
50
Properties=species:S:1:pos:R:3:forces:R:3:nbo_charge:R:1
H -0.38233 -0.25715 1.84712 -0.2 0.3 -0.6 0.3318
H 0.35487 -1.32831 3.41593 0.2 0.4 0.4 0.2493
H -3.10293 -0.84692 0.77903 0.1 0.2 -0.1 0.2180
H 0.87361 -4.13442 -2.13428 0.2 0.3 0.4 0.2793
H 2.00796 2.71853 3.70471 -0.2 -0.4 -0.3 0.3115
H -4.11881 0.53575 0.43643 0.4 -0.3 0.1 0.2663
H -2.06618 2.25017 -3.12664 0.6 -0.4 0.2 0.2516
H -0.21087 0.14607 4.29727 0.6 -0.2 -0.3 0.2725
C -1.98718 2.63223 -1.04252 0.1 0.4 -0.5 -0.4491
P 1.68610 -2.09803 -1.01506 -0.7 1.2 0.2 0.9269
H 1.77906 2.86948 1.94581 -0.2 -0.2 0.4 0.2732
C 1.53077 -3.91676 -1.27192 -0.2 0.0 0.7 -0.8898
P 1.65647 0.56757 2.66460 0.3 0.2 -0.2 1.0500
C -1.70811 -0.30367 -1.91889 0.2 0.4 -0.9 -0.1946
C 3.48308 -0.83308 0.99649 0.7 0.0 -1.0 -0.9042
H -1.79774 3.71302 -0.99540 -0.1 -0.2 0.1 0.2519
H 0.14794 0.54321 -2.61739 -0.7 -0.2 -0.2 0.1882
H 2.38808 -1.84660 -3.28213 -0.3 0.0 0.3 0.2978
H 0.58855 -1.72482 -3.12165 0.3 0.3 -0.3 0.2688
F 2.31498 2.00810 -0.69648 -0.5 -2.6 0.9 -0.5775
C 1.55330 -1.42673 -2.69431 -0.3 0.0 -0.2 -0.9497
C -3.11116 0.11413 0.24309 -0.8 0.1 0.2 -0.4667
H -0.14966 -2.28593 0.71589 0.5 0.2 -0.1 0.2909
H 0.33671 2.66232 3.03520 0.3 0.1 0.0 0.2638
C 0.68218 -0.39126 3.90696 -0.4 -0.1 0.2 -0.9790
H -0.63955 -1.16865 -0.59144 0.1 -0.2 0.3 0.3055
H -2.00527 0.86876 1.94479 0.6 -0.1 -0.4 0.2016
H 4.19908 -0.01578 1.23923 -0.5 -0.4 0.0 0.2448
C 1.38383 2.37770 2.85330 -0.9 -0.3 -0.3 -0.9955
C 0.15556 -1.41454 0.11836 0.6 -1.3 -0.7 -0.7365
H 2.52194 -4.36413 -1.44916 -0.3 0.3 0.1 0.2945
H 3.20038 -1.38626 1.91318 0.1 0.3 -0.7 0.2417
H -3.07238 2.53000 -1.15890 0.3 -0.1 0.4 0.2263
C -1.31505 2.10209 -2.32275 0.0 1.5 0.1 -0.4536
C -3.05527 -0.13522 -1.27587 -1.0 -0.6 -0.5 -0.4711
H 1.10550 -4.32715 -0.34231 0.2 -0.1 -0.4 0.2711
H 1.32224 -0.67483 4.76196 -0.1 0.3 -0.4 0.2999
H -3.58629 -1.09093 -1.42599 0.1 0.4 0.0 0.2408
C -1.47288 2.02269 0.22251 -1.2 0.4 0.8 -0.2322
H 3.90672 -1.51961 0.23722 0.2 0.6 0.8 0.2234
C -2.09420 1.00856 0.85814 -0.5 1.4 -0.1 -0.1517
H -1.54693 -1.31299 -2.32443 0.5 0.2 0.6 0.2168
C -0.86091 0.70187 -2.22465 -0.6 -0.8 -0.7 -0.1908
C 0.28414 -0.17544 0.99714 0.6 0.8 0.8 -0.8044
H 0.01146 0.74808 0.38003 -0.2 -0.7 0.5 0.2975
H -0.46512 2.74080 -2.59437 -0.2 -0.1 0.1 0.2286
H 1.68857 -0.32876 -2.72006 0.0 -0.5 -0.2 0.2373
H -3.70600 0.60787 -1.76567 0.6 -0.1 -0.1 0.2435
H -0.64052 2.57543 0.68398 -0.5 -0.1 0.2 0.2033
Ti 1.93225 0.26354 -0.08609 2.3 -0.2 0.5 1.4778
```
Forces are in eV/Å.

Summary:
ΔE to the lowest compared entry with this formula, charge and spin (eV): 3.5679
Molecular weight (g mol⁻¹): 340.2
HOMO-LUMO gap (alpha / beta) (Eh): 0.216 / 0.216
Net charge: +2


2.
Below is 2 unconnected molecules or ions with the total composition C15H31N2OP, with properties calculated with wB97M-V/def2-TZVPD.

Structure (XYZ):
```
50
Properties=species:S:1:pos:R:3:forces:R:3:nbo_charge:R:1
C -0.41274 0.57893 3.22412 0.8 -0.9 1.5 -0.5779
C -0.92957 0.14806 -4.18994 -0.1 -0.2 -0.1 -0.4075
H -1.30697 -2.18306 -2.87612 0.0 0.0 0.0 0.2002
H 2.46881 -0.81208 -1.30073 0.0 0.0 0.0 0.2010
H -1.77844 -0.50852 -3.98557 0.0 0.0 0.1 0.1988
H -2.58598 0.69596 -2.09544 0.0 0.0 0.1 0.2140
H -0.03324 -3.32841 -2.45712 0.0 0.0 0.0 0.1901
O -0.41486 0.10774 -0.64633 0.1 0.1 0.7 -0.8109
C 0.44691 -0.43011 2.43433 -0.1 0.9 -0.8 -0.3943
H -0.37791 -2.14087 5.55883 0.1 -0.1 0.0 0.2484
C -0.23887 -1.06586 5.63683 0.2 0.1 0.0 -0.9537
H 1.34233 -1.75834 -0.30925 -0.1 0.0 0.0 0.2059
H -0.41173 -0.78737 6.67481 -0.1 0.1 0.0 0.2390
H -1.70344 2.08522 -1.46330 0.0 -0.1 0.0 0.2201
H -0.11605 2.76717 -3.97941 0.0 0.0 0.0 0.1841
H 1.57511 -2.17098 -3.96840 0.0 0.0 0.1 0.1991
C -0.47124 -2.35917 -2.19928 -0.1 -0.1 0.0 -0.6385
N 0.11628 0.07141 -1.91768 0.3 0.2 0.3 -0.1960
N 1.79914 1.19807 3.22957 0.0 0.3 0.3 -0.4456
H 1.13593 1.23471 1.21849 0.1 -0.1 -0.3 0.2653
H -0.20843 -1.53991 -5.30457 0.0 0.0 0.0 0.1994
H 2.68812 1.55057 3.54705 0.1 0.2 -0.1 0.4280
H -3.21497 0.98114 5.61042 -0.1 0.0 0.2 0.2501
C -1.88140 1.48643 -2.35350 -0.2 0.1 0.1 -0.5971
H 0.98031 -1.07931 3.12866 -0.5 -0.5 0.0 0.1912
C 0.21704 -0.68813 -4.76859 0.0 0.0 0.1 -0.4078
C 0.69963 1.30552 3.90707 -0.5 0.3 -0.6 0.2122
H 0.76765 -0.11274 -5.51633 0.0 0.0 0.0 0.1990
C 1.72620 -1.61276 -1.31985 0.1 -0.2 0.1 -0.5959
H -2.05656 2.05819 4.85551 0.0 0.1 0.0 0.2303
H 2.06373 -0.52645 -3.65296 0.0 0.1 0.1 0.1992
H 2.21943 -2.53672 -1.63746 0.0 0.0 0.0 0.1891
H -0.86678 -2.42314 -1.18560 0.0 0.1 0.0 0.2235
H -2.33961 2.12560 -3.11446 0.0 0.0 -0.1 0.1849
H -1.63959 1.29292 6.39575 -0.1 0.1 0.1 0.2240
H 1.28651 1.72742 -3.68410 0.0 0.0 0.0 0.1989
C -2.15572 1.14843 5.44863 0.5 0.0 -0.2 -0.9453
P -1.46601 -0.28325 4.50386 -0.9 -0.3 -0.6 0.8230
H -1.28650 0.85884 -4.94100 0.0 0.0 0.0 0.2017
H 0.60435 1.79481 4.86510 0.3 0.2 0.0 0.2252
C 0.34795 2.08499 -3.25754 0.0 0.1 -0.1 -0.6055
C 0.59227 -1.25075 -2.28180 0.0 -0.1 -0.2 0.1093
H -1.01836 1.21680 2.58104 -0.1 0.0 -0.1 0.2947
H 0.58228 2.65089 -2.35411 0.0 -0.1 0.0 0.2059
C -0.58420 0.91117 -2.90458 0.1 0.1 -0.3 0.1076
C 1.54711 0.52202 1.94016 -0.5 -0.9 -0.2 -0.2431
H 2.39196 -0.02706 1.54290 0.3 0.3 0.1 0.2354
H -0.09631 -0.94039 1.64468 0.1 0.0 -0.2 0.2990
H 0.80497 -0.85183 5.40662 0.1 0.0 0.0 0.2162
C 1.19145 -1.18580 -3.68938 0.1 0.1 -0.2 -0.3943
```
Forces are in eV/Å.

Summary:
ΔE to the lowest compared entry with this formula, charge and spin (eV): 0.2896
Molecular weight (g mol⁻¹): 286.4
HOMO-LUMO gap (Eh): 0.109


3.
Below is a molecular structure, C15H31NO3P2Pt, with properties calculated with wB97M-V/def2-TZVPD.

Structure (XYZ):
```
53
Properties=species:S:1:pos:R:3:forces:R:3:nbo_charge:R:1
H 1.08037 1.73493 -2.08427 -0.1 -0.5 0.3 0.2200
H -0.21943 -5.65214 -1.90393 -0.3 0.1 0.2 0.2138
C -1.15606 4.06665 3.36088 0.1 0.0 0.1 -1.0273
H 1.86762 -0.96813 -0.56321 0.1 -0.1 -0.2 0.2196
C 1.48948 -0.38542 -2.62948 0.4 0.0 0.5 -0.4399
H 0.37811 -3.01824 -2.24843 -0.1 1.0 -0.5 0.1999
O -2.64241 1.81306 5.63176 0.5 -2.7 -1.1 -0.2473
H -1.29939 4.05985 4.45134 0.1 0.2 -0.3 0.2633
H 3.04209 -4.27334 -1.44366 0.0 -0.2 0.0 0.2340
C -0.86306 -1.59233 -1.21736 -0.7 -2.5 -0.3 -0.2664
H -1.17560 -0.28408 -4.29872 0.0 -0.1 0.1 0.2057
H 2.48162 0.04596 -2.83699 -0.3 -0.2 -0.1 0.2218
H 2.54867 -2.08693 -1.76523 -0.2 0.2 0.0 0.2101
C 1.45340 5.19900 2.87063 0.0 -0.2 0.0 -1.0057
C 0.45164 -2.33093 -1.38435 0.9 -3.1 0.0 -0.4351
H -1.41593 2.06568 1.08626 0.2 -0.1 -0.2 0.1985
H 1.22679 3.43362 0.71726 0.0 -0.4 0.1 0.2164
H -2.63900 0.14403 -3.43041 0.4 0.1 0.0 0.2176
Pt -0.54122 0.29348 -0.58483 1.1 0.8 2.3 0.7348
N -2.42949 0.89021 4.85358 -0.3 3.8 -2.0 0.5192
C -0.25951 -0.54032 1.30710 -0.5 0.4 0.2 -1.0018
H 0.62760 -0.08292 1.77175 -0.3 -0.3 0.0 0.2079
H -0.17947 -1.63204 1.25476 0.1 0.3 0.2 0.2023
H 2.54649 -5.75215 -0.58925 -0.1 0.2 -0.3 0.2451
H -1.36593 5.06037 2.94827 -0.1 -0.2 0.1 0.2382
C 2.20034 -4.94466 -1.25318 0.1 0.3 -0.2 -0.9482
H 1.81621 -5.36557 -2.18900 0.3 0.1 0.0 0.2116
O 1.16748 2.69476 4.06613 -0.4 0.8 -0.3 -1.0939
H -1.26816 -2.32707 -3.24415 0.1 0.0 0.2 0.2077
H -0.73636 2.93097 -0.30870 0.1 -0.7 -0.1 0.2023
C 0.58111 0.75791 -2.19525 -1.3 0.6 -1.8 -0.2170
P 0.57206 3.61122 3.04087 0.1 -1.9 -0.4 1.9016
C -1.59946 -0.18702 -3.29009 -0.2 0.1 -0.2 -0.4375
H -1.15324 -0.24016 1.87924 0.4 -0.4 0.2 0.2116
C -0.50492 2.18575 0.47884 -0.9 1.5 1.8 -0.4791
H 1.11820 -0.83944 -3.56032 0.1 0.0 0.2 0.2085
P 0.85099 -4.10503 -0.33314 -0.5 2.1 0.9 0.7534
H 1.09703 5.74563 1.99340 0.0 0.0 0.1 0.2347
H -1.42241 -4.55722 -1.11651 0.1 -0.2 0.0 0.2329
H -1.82865 3.31302 2.93852 0.1 0.2 0.0 0.2521
C -0.51280 -5.15278 -0.96958 -0.3 0.0 0.1 -0.9543
C 0.66985 2.70712 1.33733 0.5 0.4 -0.4 -0.7918
C -1.63397 -1.54625 -2.56947 -0.5 0.1 0.1 -0.4276
C -0.84222 0.86406 -2.50897 1.1 0.8 -1.7 -0.3700
H -1.49865 -2.13154 -0.48864 0.2 0.4 -0.1 0.2144
H 1.26709 5.79192 3.77742 0.1 -0.2 -0.2 0.2512
H -0.71483 -5.90242 -0.19107 -0.1 0.1 -0.4 0.2406
C 1.67268 -1.46862 -1.52107 0.5 0.3 -0.3 -0.4276
H -1.20516 1.89445 -2.62609 0.0 -0.4 0.1 0.2151
O -2.31825 0.97864 3.62603 -0.2 -1.1 3.2 -0.2669
H 1.36700 1.87771 1.53023 -0.1 0.3 0.3 0.2666
H -2.68036 -1.80519 -2.35777 0.2 0.1 0.0 0.2095
H 2.53205 5.01198 2.78153 -0.3 0.0 0.0 0.2558
```
Forces are in eV/Å.

Summary:
ΔE to the lowest compared entry with this formula, charge and spin (eV): 0.0000
Molecular weight (g mol⁻¹): 530.4
HOMO-LUMO gap (alpha / beta) (Eh): 0.275 / 0.195
Spin multiplicity: 3


4.
Below is a molecular structure, C15H31O16Tl, with properties calculated with wB97M-V/def2-TZVPD.

Structure (XYZ):
```
63
Properties=species:S:1:pos:R:3:forces:R:3:nbo_charge:R:1
C 3.09730 5.14859 0.25947 0.5 1.6 -1.0 0.9749
H 1.49609 -1.08506 -0.28347 -0.5 -0.1 0.3 0.1807
O -0.87019 -2.66185 -3.00168 -0.1 -0.4 -0.3 -0.4936
H -1.17429 3.71293 -1.87426 -0.9 0.2 -0.3 0.2293
C 0.57959 -3.06138 1.35218 0.1 -0.2 0.5 0.9999
H 4.09265 7.65735 1.06196 0.3 -0.3 -0.8 0.2139
H 0.97656 -3.17498 4.39454 -0.3 0.0 -0.5 0.2176
H -1.11123 -5.26622 -3.42504 -0.1 -0.3 -0.1 0.1997
O -2.27356 -4.15995 -2.18583 -0.9 -0.1 0.2 -0.4743
H 3.10058 -1.45578 0.21651 0.0 0.1 0.3 0.2277
H -2.30624 -4.35837 -4.30775 -0.3 0.3 0.3 0.2012
H 5.32553 6.23438 1.14817 -0.2 0.2 -0.9 0.2129
O 0.59825 -4.26386 1.87285 0.2 -0.3 -0.3 -0.4678
C 0.51508 -0.18655 3.95436 0.2 -0.6 0.1 0.9910
H -3.17933 -0.98795 -4.15773 0.1 0.2 0.0 0.1797
O -2.95567 0.35650 -1.75950 0.5 -0.1 0.4 -0.6351
H 0.29898 -1.28620 -3.92121 -0.5 0.0 -0.2 0.2243
H -1.25970 -4.18397 2.75227 -0.2 -0.2 0.1 0.1903
O 2.03914 4.35908 0.39880 -0.7 -0.8 0.5 -0.5030
H 0.43179 1.63788 1.95405 -1.1 -0.7 -1.2 0.2376
C 1.53621 3.67173 -0.72793 0.8 -0.4 -0.4 -0.2442
C -2.14734 -4.92475 -3.39077 1.4 -0.2 -0.7 -0.2631
C 0.51108 -2.35090 4.91908 0.2 -0.3 1.9 -0.2896
C -4.07759 -0.36545 -4.15460 -0.2 -1.4 1.1 -0.2580
H -1.84821 2.55263 -0.68660 -0.3 0.0 0.0 0.1898
C -0.23131 -1.40052 -2.97830 0.9 0.5 0.2 -0.2579
H 1.99532 -0.75643 1.44125 -0.2 0.0 -0.2 0.1837
C -3.09144 1.15962 -2.66267 -0.2 0.1 0.3 1.0053
H 4.59627 6.93809 2.50360 -0.6 -0.5 0.2 0.2103
O -0.27291 0.71282 0.35687 0.4 0.5 1.3 -0.4818
H -0.37937 -5.75292 2.85486 0.0 0.0 0.0 0.2274
H -0.70265 2.09266 -1.97450 -0.1 -0.3 0.3 0.1683
O -2.58216 2.38959 -2.65637 -0.3 0.4 -0.4 -0.4522
H 0.58195 -1.36367 -2.24896 -0.2 -0.3 0.3 0.1717
C -1.57786 2.71249 -1.72589 1.2 -0.5 0.1 -0.2438
O 1.80794 -2.75555 0.94716 -0.3 -0.4 0.0 -0.4444
O 3.68719 5.36149 -0.77252 -0.2 -0.6 0.3 -0.5659
H 0.91459 2.88042 -0.30592 -0.4 0.4 -0.1 0.1419
H 0.47535 1.01673 -0.19215 0.0 -0.1 -0.3 0.4622
O -0.36943 -2.30793 1.29235 -0.3 0.4 0.0 -0.6512
H -4.75147 -0.78656 -3.40506 -0.1 -0.1 -0.2 0.2016
C 4.39018 6.69053 1.45899 0.4 0.5 1.3 -0.2747
H -2.82206 -5.77265 -3.36576 -0.1 0.2 0.4 0.2257
O -0.65263 -0.11206 3.69028 -0.5 0.1 -0.2 -0.6052
O -3.76765 0.96125 -3.75674 0.3 1.0 -0.9 -0.4510
C 1.05241 1.86659 2.84719 1.2 -0.1 2.4 -0.2088
H 1.95740 2.37347 2.52378 0.1 -0.1 -0.1 0.2479
C 2.07191 -1.42656 0.57652 1.0 0.3 -0.4 -0.2496
O -2.01306 -2.27137 -1.09776 0.3 0.3 0.1 -0.6181
H 0.76586 -2.51448 5.97001 0.2 0.1 -0.1 0.2299
H -0.57351 -2.29926 4.96342 0.0 0.2 -0.9 0.2189
H 0.49934 2.46730 3.57788 -0.8 0.4 -0.8 0.2618
C -0.64952 -4.91380 2.22423 0.0 0.7 -0.1 -0.2554
O 3.29243 5.76202 1.40438 0.3 -0.2 0.7 -0.4753
H -0.91983 -0.59116 -2.75668 -0.2 0.0 -0.2 0.1954
C -1.73412 -2.98182 -2.04258 0.0 0.2 0.1 1.0068
O 1.43250 0.73618 3.59103 0.6 0.5 -1.5 -0.3788
O 1.18314 -1.13491 4.55421 -0.3 0.1 -0.2 -0.4458
Tl -2.66004 -0.38764 1.28787 0.2 -0.5 -0.4 0.9943
H 1.00962 4.33578 -1.41248 -0.2 0.0 0.2 0.2126
H -4.53070 -0.42262 -5.13766 0.0 0.7 0.0 0.2338
H -1.15247 -5.23858 1.31694 0.0 -0.1 0.0 0.2085
H 2.32534 3.17559 -1.29868 0.2 0.2 0.1 0.2102
```
Forces are in eV/Å.

Summary:
ΔE to the lowest compared entry with this formula, charge and spin (eV): 1.0538
Molecular weight (g mol⁻¹): 671.8
HOMO-LUMO gap (Eh): 0.087
Net charge: +2


> Number 4 is which compound?

C15H31O16Tl